A 12-piece molecular cluster, C63H160N12O17 overall, computed with the ωB97M-V functional and the def2-TZVPD basis.

## Properties
* net charge: 0
* frontier orbital gap: 8.326 eV
* SMILES: CC1(C)CCCC(C)(C)N1O.COC[C@H](C)N.COC[C@H](C)N.COC[C@H](C)N.COC[C@H](C)N.COC[C@H](C)N.COC[C@H](C)N.COCCNCCOC.COCCNCCOC.COCCNCCOC.COCCNCCOC.COCCNCCOC
* HOMO: -7.83 eV

The geometry in XYZ format:
```
252
C63H160N12O17 (the ωB97M-V functional and the def2-TZVPD basis)
C 1.30 -5.38 -6.91
C 0.08 -4.39 -7.02
C -1.15 -5.06 -6.37
C -0.91 -5.22 -4.91
C -0.67 -3.85 -4.23
C 0.50 -3.11 -4.84
N 0.28 -3.13 -6.27
O 1.23 -2.32 -6.91
C 0.30 -1.67 -4.39
C 1.92 -3.58 -4.41
C -0.33 -4.08 -8.46
H 1.59 -5.79 -5.94
H 2.23 -4.97 -7.29
H 1.11 -6.37 -7.34
H -2.01 -4.42 -6.56
H -1.31 -6.11 -6.62
H -0.11 -5.90 -4.61
H -1.68 -5.72 -4.31
H -0.63 -3.99 -3.15
H -1.57 -3.26 -4.46
H 1.24 -1.14 -4.51
H -0.58 -1.19 -4.83
H 0.06 -1.56 -3.33
H 2.54 -3.85 -5.26
H 2.57 -2.90 -3.86
H 1.99 -4.58 -3.97
H -1.15 -3.36 -8.55
H -0.54 -4.96 -9.06
H 0.38 -3.37 -8.90
H 0.80 -1.47 -6.78
C 6.04 -4.45 -8.12
O 6.01 -3.85 -6.86
C 6.47 -4.66 -5.75
C 5.52 -4.37 -4.54
N 6.00 -4.73 -3.15
C 5.91 -6.17 -2.80
C 5.00 -6.49 -1.50
O 4.95 -7.82 -0.95
C 6.19 -8.17 -0.31
H 6.76 -3.91 -8.73
H 5.15 -4.19 -8.69
H 6.13 -5.53 -8.13
H 7.48 -4.37 -5.46
H 6.34 -5.71 -6.01
H 4.57 -4.81 -4.83
H 5.43 -3.29 -4.70
H 5.36 -4.22 -2.54
H 6.89 -6.58 -2.55
H 5.83 -6.93 -3.58
H 4.00 -6.17 -1.77
H 5.28 -5.78 -0.72
H 6.49 -7.61 0.57
H 7.07 -8.19 -0.95
H 6.21 -9.25 -0.15
C 2.03 4.37 -1.09
O 2.52 5.39 -1.85
C 2.56 6.63 -1.11
C 1.21 7.23 -0.77
N 0.66 6.80 0.53
C -0.77 7.03 0.79
C -1.12 6.74 2.22
O -0.40 5.75 2.87
C -0.56 5.66 4.25
H 1.17 4.55 -0.45
H 2.79 4.04 -0.37
H 1.79 3.48 -1.67
H 3.13 7.32 -1.73
H 3.28 6.65 -0.28
H 0.51 6.97 -1.56
H 1.11 8.28 -0.52
H 1.23 6.33 1.22
H -1.30 6.32 0.15
H -1.05 8.01 0.40
H -2.19 6.61 2.41
H -0.81 7.67 2.70
H -0.12 6.47 4.82
H -0.06 4.78 4.64
H -1.64 5.66 4.43
C -9.68 4.14 -5.34
O -8.74 3.03 -5.49
C -7.88 2.79 -4.31
C -7.28 1.29 -4.21
N -6.66 1.20 -2.85
C -7.65 0.75 -1.99
C -7.22 0.59 -0.50
O -6.67 1.76 0.11
C -5.66 1.55 1.19
H -10.46 3.81 -4.65
H -10.34 4.21 -6.20
H -9.35 5.07 -4.87
H -8.33 3.13 -3.37
H -6.99 3.37 -4.56
H -6.51 1.18 -4.97
H -7.97 0.51 -4.54
H -6.26 2.03 -2.44
H -7.98 -0.27 -2.18
H -8.47 1.47 -2.05
H -6.49 -0.22 -0.40
H -8.13 0.22 -0.02
H -5.84 1.01 2.11
H -5.65 2.58 1.54
H -4.67 1.37 0.77
C -3.14 -2.32 1.82
O -3.91 -1.48 2.68
C -4.42 -2.13 3.89
C -3.54 -2.16 5.13
N -2.40 -1.20 4.95
C -1.19 -1.77 5.42
C -0.01 -0.78 5.88
O 0.11 -0.65 7.27
C 0.92 0.49 7.61
H -2.54 -1.80 1.07
H -3.73 -3.13 1.39
H -2.44 -2.86 2.46
H -4.74 -3.13 3.62
H -5.23 -1.43 4.08
H -3.33 -3.22 5.28
H -4.06 -1.85 6.04
H -2.36 -0.98 3.97
H -0.68 -2.36 4.67
H -1.31 -2.47 6.25
H 0.00 0.13 5.28
H 0.93 -1.28 5.66
H 0.41 1.45 7.50
H 1.78 0.51 6.94
H 1.26 0.23 8.62
C 8.82 -0.64 0.76
O 7.84 -1.55 1.20
C 6.50 -1.25 0.83
C 5.57 -0.81 1.93
N 5.75 -1.53 3.16
C 5.16 -2.80 3.02
C 5.77 -3.63 4.14
O 5.24 -4.90 3.99
C 5.66 -5.94 4.73
H 8.83 -0.64 -0.33
H 9.81 -1.01 1.03
H 8.74 0.42 1.01
H 6.19 -2.21 0.41
H 6.60 -0.59 -0.03
H 4.52 -0.86 1.62
H 5.76 0.26 2.09
H 6.73 -1.60 3.39
H 5.42 -3.36 2.13
H 4.10 -2.63 3.20
H 5.32 -3.42 5.11
H 6.84 -3.77 4.03
H 5.80 -5.61 5.76
H 6.65 -6.28 4.42
H 5.00 -6.78 4.92
C -4.21 1.68 5.15
C -3.16 2.74 5.28
C -3.44 3.87 6.28
O -4.70 4.58 5.99
C -4.60 5.57 5.00
N -1.93 1.98 5.75
H -5.16 2.07 4.77
H -4.42 1.20 6.11
H -3.97 0.88 4.46
H -3.01 3.19 4.30
H -2.54 4.44 6.47
H -3.64 3.45 7.27
H -5.63 5.76 4.71
H -4.12 5.34 4.05
H -4.40 6.51 5.51
H -2.09 1.65 6.69
H -1.87 1.12 5.22
C -7.39 7.46 -2.88
C -5.97 7.28 -2.27
C -5.95 5.97 -1.50
O -4.65 5.76 -0.95
C -4.57 4.60 -0.19
N -4.99 7.46 -3.27
H -7.35 8.25 -3.63
H -8.14 7.84 -2.19
H -7.72 6.52 -3.32
H -5.78 8.09 -1.56
H -6.05 5.12 -2.18
H -6.79 5.99 -0.80
H -5.08 4.68 0.78
H -3.54 4.46 0.14
H -4.89 3.69 -0.69
H -4.18 7.10 -2.79
H -5.15 6.94 -4.11
C 2.57 1.96 3.89
C 3.60 2.58 4.90
C 4.59 3.51 4.25
O 5.42 2.69 3.41
C 6.57 2.05 4.04
N 2.87 3.27 5.87
H 2.26 1.00 4.30
H 3.17 1.84 2.99
H 1.73 2.59 3.58
H 4.02 1.68 5.35
H 5.15 4.03 5.02
H 4.10 4.17 3.53
H 7.09 1.60 3.20
H 6.33 1.25 4.74
H 7.25 2.76 4.51
H 2.04 3.84 5.81
H 2.97 2.93 6.82
C -1.84 2.59 -2.03
C -2.07 1.07 -2.50
C -2.85 0.25 -1.49
O -3.65 -0.85 -1.90
C -2.93 -1.96 -2.41
N -2.82 1.20 -3.69
H -1.53 2.59 -0.98
H -2.63 3.32 -2.21
H -0.98 2.98 -2.56
H -1.15 0.51 -2.67
H -3.69 0.88 -1.20
H -2.34 0.11 -0.54
H -2.65 -1.72 -3.43
H -3.57 -2.84 -2.49
H -2.10 -2.16 -1.74
H -3.73 1.51 -3.36
H -3.03 0.22 -3.75
C 1.95 -4.76 -0.71
C 1.12 -4.48 0.60
C 1.94 -3.82 1.79
O 1.17 -3.82 3.00
C 0.82 -5.17 3.48
N 0.05 -3.58 0.24
H 1.85 -3.88 -1.34
H 1.55 -5.47 -1.43
H 2.98 -4.97 -0.43
H 0.51 -5.32 0.92
H 2.32 -2.86 1.43
H 2.88 -4.37 1.83
H -0.12 -5.54 3.07
H 0.53 -4.87 4.48
H 1.65 -5.87 3.59
H 0.46 -3.05 -0.51
H 0.16 -2.92 0.99
C 2.78 0.51 -1.09
C 1.88 -0.12 -0.04
C 1.37 0.86 0.99
O 0.16 1.61 0.64
C -0.40 2.44 1.68
N 0.80 -0.62 -0.87
H 2.34 0.91 -2.01
H 3.44 -0.32 -1.35
H 3.54 1.20 -0.74
H 2.32 -0.99 0.44
H 2.18 1.51 1.29
H 1.08 0.23 1.83
H 0.32 3.21 1.98
H -0.61 1.82 2.55
H -1.25 3.09 1.45
H 0.48 -1.41 -0.32
H 0.02 0.03 -0.89
```